The following is a quantum chemistry calculation of C32H64ClN2O10 as an isolated structure, from the OMol25 dataset.

Properties
HOMO: -0.0531 Ha
largest force on an atom: 11.6 eV/A
gap between HOMO and LUMO: 4.079 eV
net charge: -1

Geometry as XYZ:
```
109
C32H64ClN2O10, DFT wB97M-V/def2-TZVPD
C -5.160 -3.539 2.308
N -4.619 -2.180 2.604
C -4.170 -1.930 3.923
C -3.041 -1.163 4.065
C -2.257 -0.619 2.870
C -2.875 -0.867 1.558
C -4.046 -1.675 1.421
C -1.089 0.133 2.986
C -0.712 0.762 4.281
C 0.371 1.521 4.408
N 1.192 1.791 3.277
C 1.134 1.099 2.086
C -0.005 0.312 1.881
C 2.439 2.528 3.579
H -5.555 -3.691 1.446
H -6.035 -3.382 2.949
H -4.806 -4.405 2.764
H -4.628 -2.313 4.838
H -2.798 -0.941 5.135
H -2.284 -0.490 0.674
H -4.373 -1.849 0.463
H -1.183 0.529 5.133
H 0.385 1.988 5.344
H 1.858 1.267 1.093
H -0.218 -0.064 0.868
H 2.970 2.943 2.790
H 3.076 2.036 4.128
H 2.139 3.468 3.962
Cl 1.358 0.411 -1.587
C -2.798 1.039 -1.590
O -3.143 -0.324 -1.677
C -2.139 -1.053 -2.189
C -2.532 -2.346 -2.368
O -2.862 -2.917 -1.017
C -3.233 -4.277 -0.990
H -2.921 1.583 -2.404
H -1.710 1.211 -1.122
H -3.489 1.576 -0.814
H -1.276 -0.809 -1.758
H -2.147 -1.007 -3.324
H -1.724 -3.024 -2.969
H -3.221 -2.686 -3.149
H -2.341 -4.968 -1.444
H -4.223 -4.611 -1.516
H -3.629 -4.587 -0.169
C 4.261 -4.949 4.185
O 3.429 -4.108 3.323
C 3.986 -3.759 2.217
C 3.134 -2.936 1.471
O 2.906 -1.650 2.063
C 2.004 -0.833 1.276
H 4.948 -5.687 3.438
H 3.968 -5.721 4.865
H 4.871 -4.183 4.833
H 4.256 -4.587 1.602
H 4.817 -3.095 2.587
H 2.150 -3.599 1.243
H 3.110 -2.729 0.494
H 1.048 -1.080 1.244
H 2.299 -0.504 0.396
H 1.838 0.105 1.912
C 3.025 -0.236 -2.951
O 2.478 -1.375 -2.374
C 2.299 -2.427 -3.280
C 1.786 -3.387 -2.429
O 0.744 -3.092 -1.541
C 0.330 -4.276 -0.699
H 2.695 0.196 -3.778
H 3.988 -0.571 -3.212
H 3.097 0.576 -2.348
H 3.007 -2.741 -3.747
H 1.795 -2.330 -4.146
H 2.738 -3.768 -1.919
H 1.485 -4.081 -3.223
H 1.171 -5.048 -0.568
H -0.567 -4.913 -1.188
H -0.027 -3.783 0.381
C 0.139 1.740 -0.198
O 0.912 2.560 0.742
C 1.897 3.341 0.061
C 2.574 4.160 1.037
O 1.638 5.072 1.445
C 2.187 6.056 2.355
H -0.523 2.397 -0.862
H -0.448 1.160 0.463
H 0.944 1.313 -0.977
H 1.606 3.931 -0.779
H 2.570 2.604 -0.121
H 3.257 4.866 0.406
H 2.686 3.604 1.980
H 2.709 5.481 3.142
H 1.263 6.718 2.860
H 2.833 6.724 1.890
C -0.880 1.098 -4.057
O -0.671 2.441 -3.569
C -1.676 3.387 -3.983
C -1.384 4.643 -3.752
O -2.331 5.481 -4.409
C -1.909 6.821 -4.448
H -0.588 1.288 -5.156
H -1.944 0.826 -3.898
H 0.055 0.428 -3.852
H -2.591 3.297 -3.708
H -1.836 3.213 -4.889
H -0.387 4.812 -4.137
H -1.396 4.925 -2.645
H -1.128 6.852 -5.346
H -1.578 7.164 -3.552
H -2.750 7.686 -4.917
```


The following is a quantum chemistry calculation of a 9-piece molecular cluster, C32H64N4O18P4S overall, from the OMol25 dataset.

Properties
HOMO: -0.2926 Ha
largest force on an atom: 2.7 eV/A
gap between HOMO and LUMO: 8.331 eV
net charge: 0

Geometry as XYZ:
```
123
C32H64N4O18P4S, DFT wB97M-V/def2-TZVPD
C 0.143 5.826 -2.170
O 0.168 5.279 -0.839
P 0.087 6.243 0.399
O 0.990 7.370 0.420
O -1.446 6.619 0.444
C -1.985 7.320 1.584
O 0.158 5.219 1.587
C 1.126 4.171 1.626
H -0.012 6.906 -2.115
H -0.730 5.448 -2.695
H 1.069 5.596 -2.685
H -1.195 7.707 2.223
H -2.616 6.629 2.141
H -2.600 8.137 1.214
H 1.763 4.257 2.504
H 1.772 4.208 0.748
H 0.607 3.214 1.604
C -0.147 -0.547 -1.728
O 1.075 -0.634 -0.970
P 1.358 0.618 -0.050
O 2.594 0.498 0.710
O 1.292 1.801 -1.093
C 2.370 2.704 -1.321
O 0.028 0.836 0.756
C -0.203 0.034 1.924
H -0.598 -1.534 -1.758
H 0.118 -0.294 -2.762
H -0.821 0.248 -1.424
H 1.982 3.723 -1.347
H 2.844 2.489 -2.279
H 3.127 2.655 -0.538
H -1.188 -0.428 1.871
H -0.165 0.646 2.826
H 0.537 -0.761 2.047
C -3.924 6.679 -1.607
O -3.047 5.569 -1.718
P -3.526 4.235 -2.384
O -3.947 4.331 -3.769
O -4.630 3.626 -1.409
C -6.017 3.746 -1.731
O -2.342 3.284 -2.155
C -1.862 2.834 -0.871
H -3.530 7.308 -0.809
H -4.941 6.385 -1.351
H -3.912 7.320 -2.489
H -6.471 4.582 -1.197
H -6.525 2.843 -1.389
H -6.164 3.849 -2.804
H -2.132 1.782 -0.805
H -2.243 3.422 -0.037
H -0.778 2.915 -0.849
C 0.645 -5.922 2.662
O 0.745 -5.803 1.243
P 1.867 -4.885 0.618
O 1.871 -3.513 1.089
O 1.660 -5.135 -0.917
C 0.624 -4.495 -1.691
O 3.223 -5.630 0.874
C 3.421 -6.976 0.421
H 1.135 -6.845 2.977
H -0.405 -5.955 2.939
H 1.142 -5.085 3.160
H -0.139 -4.016 -1.077
H 0.122 -5.284 -2.247
H 1.055 -3.762 -2.366
H 3.852 -7.534 1.247
H 4.143 -6.962 -0.399
H 2.505 -7.412 0.031
O 5.600 -4.257 -3.170
S 4.394 -3.528 -2.869
O 3.118 -4.092 -3.222
C 4.490 -3.005 -1.159
C 5.149 -1.630 -1.214
C 4.367 -0.954 -2.336
C 4.520 -1.861 -3.539
H 4.983 -3.769 -0.561
H 3.467 -2.926 -0.780
H 4.970 -1.122 -0.268
H 6.208 -1.722 -1.452
H 4.725 0.047 -2.587
H 3.332 -0.851 -2.006
H 5.553 -1.805 -3.891
H 3.862 -1.698 -4.387
C -2.710 -5.335 -0.713
C -2.754 -3.911 -0.565
C -3.110 -3.397 -1.787
N -3.257 -4.441 -2.659
C -3.038 -5.635 -2.012
H -2.439 -6.054 0.043
H -2.443 -3.429 0.342
H -3.142 -2.385 -2.141
H -3.435 -4.349 -3.642
H -3.118 -6.552 -2.567
C -1.778 -2.478 4.636
C -1.338 -1.333 5.358
C -0.015 -1.526 5.654
N 0.360 -2.725 5.122
C -0.704 -3.294 4.485
H -2.764 -2.702 4.266
H -1.906 -0.486 5.707
H 0.681 -0.942 6.227
H 1.247 -3.171 5.261
H -0.578 -4.259 4.025
C 3.690 0.722 5.663
C 3.204 -0.561 5.295
C 3.089 -0.581 3.923
N 3.434 0.664 3.467
C 3.805 1.456 4.510
H 3.865 1.098 6.657
H 3.019 -1.420 5.921
H 2.863 -1.372 3.224
H 3.491 0.936 2.497
H 4.132 2.469 4.353
C -3.356 -0.341 -3.056
C -4.029 0.389 -4.086
C -4.646 1.448 -3.473
N -4.337 1.423 -2.141
C -3.607 0.290 -1.874
H -2.762 -1.237 -3.162
H -4.200 0.094 -5.106
H -5.287 2.187 -3.922
H -4.665 2.063 -1.442
H -3.181 0.152 -0.894
```